[1]
The following is a quantum chemistry calculation of a 16-piece molecular cluster, C3H41N2O15 overall, from the OMol25 dataset.

```
61
C3H41N2O15 the ωB97M-V functional and the def2-TZVPD basis
N 0.1909 1.0396 -0.4655
C 1.1782 -0.0521 -0.3910
C 1.0837 -0.9027 -1.6790
N 1.3894 -0.0169 -2.7642
C 1.6815 -0.6354 -4.0650
H -0.7539 0.7254 -0.2071
H 0.3010 1.7466 0.2633
H 0.1805 1.5693 -1.3352
H 2.1882 0.3338 -0.2304
H 1.0677 -0.5550 0.5710
H 1.7138 -1.7945 -1.7113
H 0.1073 -1.4119 -1.6024
H 0.5780 0.5715 -2.9198
H 2.2455 -1.5432 -3.8487
H 2.3242 -0.0412 -4.6889
H 0.7968 -1.0520 -4.5489
H -1.4591 3.9532 -0.7305
H -0.6371 3.7113 0.6059
O -1.1043 3.2732 -0.1325
H 0.0358 -3.7885 0.0050
H -0.4341 -2.3849 0.1935
O -0.6321 -3.1725 -0.3370
H 0.0169 -2.0342 3.1986
H -0.6865 -1.9823 4.6241
O -0.6042 -1.5621 3.7806
H -3.8120 -3.6729 -0.5849
H -2.7087 -3.8693 0.3294
O -3.6863 -3.8004 0.3619
H 0.4698 3.0118 2.4103
H 0.7681 4.4014 2.3045
O 0.7685 3.6405 1.7010
H -0.8989 0.1869 2.3836
H -1.9938 -0.6451 1.8128
O -1.1713 -0.2125 1.5344
H 2.2635 3.0879 -3.3546
H 1.1040 2.3323 -4.0901
O 1.3061 2.9765 -3.4166
H -1.5731 0.4599 -4.1791
H -1.8438 1.8104 -3.6786
O -1.5042 1.3876 -4.4649
H 2.9661 3.1178 0.7090
H 2.2712 3.6830 -0.5266
O 2.9479 3.0659 -0.2465
H 3.4425 -0.8024 2.7842
H 4.1530 -1.6722 1.6127
O 3.6312 -0.8877 1.8609
H -2.1513 -2.0601 -4.2981
H -1.0175 -2.0852 -3.1632
O -1.2243 -2.0046 -4.0837
H -0.6652 1.9567 4.3129
H 0.8801 1.5053 3.9780
O 0.1158 2.0133 3.7065
H 2.4577 -2.4969 1.7064
H 2.0129 -3.8903 1.6217
O 1.6425 -3.0221 1.7978
H -4.9821 -0.5113 1.4889
H -4.2340 -1.7187 1.2203
O -4.1081 -0.7517 1.1877
H -1.6169 -0.0686 4.5168
H -2.7964 0.7610 4.3238
O -1.9808 0.7795 4.8368
```

For the largest force on an atom, the calculation gives 1.92 eV/Å. For the energy above the lowest of the compared OMol25 structures with the same formula, charge and spin, the calculation gives 400.7 kJ/mol. As for the total charge: +1. Its HOMO-LUMO gap is 0.3281 Eh.


[2]
The following is a quantum chemistry calculation of a 17-piece molecular cluster, C3H42N2O16 overall, from the OMol25 dataset.

```
63
C3H42N2O16 the ωB97M-V functional and the def2-TZVPD basis
C -0.6357 -1.5202 -2.2447
C 0.0459 -1.0052 -0.9729
N 0.8112 0.2177 -1.2662
C 1.7723 0.5013 -0.1920
N 2.4196 1.7831 -0.2966
H -1.3094 -0.7787 -2.6760
H -1.2039 -2.4193 -2.0076
H 0.1114 -1.8058 -2.9770
H -0.7232 -0.8728 -0.2038
H 0.7403 -1.7738 -0.6323
H 0.1982 1.0222 -1.4038
H 2.5281 -0.2715 -0.2517
H 1.2973 0.4223 0.7720
H 1.8252 2.5632 -0.0384
H 2.7955 1.9409 -1.2229
H 2.7038 -2.6891 0.6157
H 3.1521 -1.8653 -0.6319
O 3.3730 -2.0357 0.3089
H 2.0383 -0.5391 -2.1026
H 3.3094 -1.0256 -2.8687
O 2.6165 -1.3092 -2.2709
H -1.8063 0.1417 2.8869
H -2.7898 -0.9721 2.3786
O -2.1563 -0.7389 3.1041
H -1.3781 1.5705 -3.9987
H 0.0109 1.0111 -3.5630
O -0.4407 1.8106 -3.8447
H -0.6085 2.7852 -2.4014
H 0.1723 3.6055 -1.2006
O -0.6002 3.0692 -1.4601
H -3.2072 1.3268 -0.4132
H -2.1208 0.4624 -1.0406
O -3.0855 0.5221 -0.9720
H -2.8205 -2.1677 0.5471
H -3.4439 -0.7780 0.1889
O -3.4803 -1.5050 0.8362
H -1.6878 -4.0543 0.9073
H -0.8486 -2.7542 1.0621
O -1.3939 -3.2779 0.4250
H -3.5585 0.4276 -4.1981
H -3.1931 0.8732 -2.7427
O -3.0329 1.0634 -3.7004
H -1.7581 2.0934 1.2810
H -1.6529 2.7665 -0.1157
O -2.2925 2.5418 0.5978
H 0.2309 1.1441 2.7694
H -0.7968 2.0210 3.5298
O -0.6625 1.5620 2.6713
H 0.6770 -1.2675 2.5656
H -0.8173 -1.7018 2.7374
O 0.0556 -1.9851 2.3448
H 0.8090 -2.9391 1.8172
H 0.6711 -3.7961 0.5407
O 1.2949 -3.5768 1.2447
H -0.1402 4.7269 0.8919
H 0.1322 3.2963 1.4342
O 0.4989 4.0102 0.9015
H 2.4482 0.1330 2.6530
H 1.8347 -0.0228 4.1079
O 1.5848 0.0985 3.1755
H 3.8118 0.7326 1.3006
H 3.8311 -0.8059 1.3830
O 3.8438 0.0082 1.9308
```

For the largest force on an atom, the calculation gives 2.78 eV/Å. For the energy above the lowest of the compared OMol25 structures with the same formula, charge and spin, the calculation gives 65.1 kJ/mol. As for the total charge: 0. Its HOMO-LUMO gap is 0.3653 Eh.


[3]
The following is a quantum chemistry calculation of C3H4AgO3 as an isolated structure, from the OMol25 dataset.

```
11
C3H4AgO3 the ωB97M-V functional and the def2-TZVPD basis
C -1.3807 0.1477 0.7885
C -1.0248 -0.1654 -0.5614
O 0.2044 -0.0647 -0.9028
C 1.8953 0.6044 0.1312
O 1.5634 0.6962 1.2828
O 2.5934 0.0370 -0.6487
H -1.5847 -0.7563 1.3766
H -1.7140 -0.5002 -1.3496
H -2.2400 0.8290 0.8257
Ag 1.8550 -1.2818 -2.3053
H -0.1673 0.4541 1.3630
```

For the largest force on an atom, the calculation gives 6.39 eV/Å. As for the expectation value of S²: 2.008. For the energy above the lowest of the compared OMol25 structures with the same formula, charge and spin, the calculation gives 190.3 kJ/mol. As for the total charge: +1. Its HOMO-LUMO gap (spin up / spin down) is 0.1518 / 0.2230 Eh. As for the multiplicity: 3.


[4]
The following is a quantum chemistry calculation of C3H4AlLiO3 as an isolated structure, from the OMol25 dataset.

```
12
C3H4AlLiO3 the ωB97M-V functional and the def2-TZVPD basis
O 0.3532 1.4869 -0.1095
C 0.6064 0.3080 0.2303
C -1.7743 0.6768 -0.1708
O 1.4224 -0.3905 0.8721
O 0.0652 -0.4447 -0.7503
C -1.2924 -0.6690 -0.2268
H -2.2261 0.9640 0.7843
H -2.2357 1.0730 -1.0779
H -2.1022 -1.4004 -0.2624
H 3.3274 -1.0237 -1.4251
Li -0.6500 -2.3804 1.2223
Al 2.3287 -0.1202 -0.7017
```

For the largest force on an atom, the calculation gives 6.28 eV/Å. For the energy above the lowest of the compared OMol25 structures with the same formula, charge and spin, the calculation gives 702.9 kJ/mol. As for the total charge: +2. Its HOMO-LUMO gap (spin up / spin down) is 0.2605 / 0.2491 Eh.


[5]
The following is a quantum chemistry calculation of C3H4AlLiO4 as an isolated structure, from the OMol25 dataset.

```
13
C3H4AlLiO4 the ωB97M-V functional and the def2-TZVPD basis
H 1.0524 -1.9104 -2.8376
C 0.4374 -1.0118 -2.9084
C 0.7224 0.3980 -2.7915
O -0.0294 -0.3663 -1.7714
H 1.7007 0.7346 -2.4403
H 0.0979 1.1229 -3.3157
O -0.1547 0.1220 1.3690
C -0.9910 -0.1723 2.3116
O -1.0590 -1.2978 2.8339
Al -0.1608 -0.3972 -0.1166
H -0.8745 -0.0916 4.0894
Li 0.0672 2.1532 2.2742
O -0.8087 0.7167 3.3034
```

For the largest force on an atom, the calculation gives 11.23 eV/Å. As for the expectation value of S²: 0.753. For the energy above the lowest of the compared OMol25 structures with the same formula, charge and spin, the calculation gives 488.4 kJ/mol. As for the total charge: +3. Its HOMO-LUMO gap (spin up / spin down) is 0.2572 / 0.2723 Eh. As for the multiplicity: 2.


[6]
The following is a quantum chemistry calculation of C3H4AuFO3 as an isolated structure, from the OMol25 dataset.

```
12
C3H4AuFO3 the ωB97M-V functional and the def2-TZVPD basis
C -0.1474 -1.1075 1.2514
C 0.1201 -1.5566 0.0138
H 0.6963 -0.7897 1.8670
H -1.1649 -0.8298 1.5389
F -0.8760 -1.8495 -0.8241
H 1.1058 -1.8070 -0.4035
Au -0.1845 -3.1932 2.3667
O 0.5709 2.8680 -0.5623
C 0.1000 1.8340 -1.3484
O -0.9792 2.0237 -1.9388
O 0.8174 0.8130 -1.3313
H -0.0585 3.5947 -0.6292
```

For the largest force on an atom, the calculation gives 4.24 eV/Å. As for the expectation value of S²: 3.771. For the energy above the lowest of the compared OMol25 structures with the same formula, charge and spin, the calculation gives 1.2 kJ/mol. As for the total charge: +1. Its HOMO-LUMO gap (spin up / spin down) is 0.3199 / 0.2088 Eh. As for the multiplicity: 4.


[7]
The following is a quantum chemistry calculation of C3H4B2Cl2CrF10NO15S2 as an isolated structure, from the OMol25 dataset.

```
40
C3H4B2Cl2CrF10NO15S2 the ωB97M-V functional and the def2-TZVPD basis
Cr 0.1143 0.4470 -0.7596
Cl 2.6595 -2.0588 -0.7348
O 2.8950 -2.4062 0.6404
O 1.9853 -0.7514 -0.7571
O 3.8997 -1.9455 -1.4299
O 1.8012 -3.0105 -1.3753
Cl 2.0156 3.5357 -1.4278
O 1.3826 2.2355 -1.1348
O 1.4513 4.5077 -0.5409
O 3.4290 3.4121 -1.2506
O 1.7170 3.8608 -2.7987
N -1.6319 1.3335 -1.0206
S -2.2158 2.3092 -2.3476
O -2.3459 3.6676 -1.9941
O -3.1477 1.6181 -3.1402
F -0.8789 2.2661 -3.1226
S -2.8125 1.6811 0.0089
O -4.1237 1.5166 -0.5192
O -2.4983 2.7451 0.8815
F -2.6917 0.4206 0.9805
B 0.6360 1.5770 2.4192
F 0.6739 0.8809 1.1458
F -0.5656 1.2543 3.0700
F 1.7249 1.2060 3.2147
F 0.6899 2.9541 2.1995
B -0.1124 -0.7757 -3.1146
F 0.7110 0.3792 -2.7303
F -0.5189 -1.1649 -1.8083
F -1.1367 -0.2997 -3.9050
F 0.5892 -1.6832 -3.8374
C -0.8041 -3.8603 2.5827
C 0.1564 -2.9611 3.3594
O 0.0247 -1.7273 2.6697
C -0.4744 -1.9590 1.4539
O -0.5960 -1.1285 0.6101
O -0.7314 -3.2639 1.2830
H -1.8134 -3.7629 2.9880
H -0.4966 -4.8951 2.4834
H 1.1664 -3.3746 3.3646
H -0.1268 -2.7797 4.3941
```

For the largest force on an atom, the calculation gives 4.52 eV/Å. As for the expectation value of S²: 3.768. As for the total charge: -2. Its HOMO-LUMO gap (spin up / spin down) is 0.2548 / 0.3073 Eh. As for the multiplicity: 4.


[8]
The following is a quantum chemistry calculation of a 2-piece molecular cluster, C3H4BN overall, from the OMol25 dataset.

```
9
C3H4BN the ωB97M-V functional and the def2-TZVPD basis
B 2.0845 0.5460 0.6365
C -1.3526 1.0740 0.0719
C -0.9400 -1.2891 -0.6946
C -0.7555 -0.0608 -0.3438
N -1.9013 2.0291 0.4771
H 1.8108 1.4404 1.5132
H 3.0452 0.2439 0.1463
H -1.7995 -1.9616 -0.6455
H -0.1915 -2.0219 -1.1611
```

For the largest force on an atom, the calculation gives 3.81 eV/Å. For the energy above the lowest of the compared OMol25 structures with the same formula, charge and spin, the calculation gives 523.4 kJ/mol. As for the total charge: 0. Its HOMO-LUMO gap (spin up / spin down) is 0.3141 / 0.2553 Eh.


[9]
The following is a quantum chemistry calculation of one molecule with the formula C3H4BN, from the OMol25 dataset.

```
9
C3H4BN the ωB97M-V functional and the def2-TZVPD basis
B -0.6565 0.9548 -1.0402
C 0.0226 -0.2360 0.1650
C 1.1895 0.0567 0.8169
C -0.7419 -1.3497 0.3913
N -1.5810 -2.1012 0.6037
H -0.0780 1.7659 -1.5864
H -1.8633 0.6284 -1.1934
H 1.8014 -0.6383 1.3657
H 1.9071 0.9194 0.4772
```

For the largest force on an atom, the calculation gives 5.88 eV/Å. For the energy above the lowest of the compared OMol25 structures with the same formula, charge and spin, the calculation gives 136.7 kJ/mol. As for the total charge: 0. Its HOMO-LUMO gap is 0.3475 Eh. The structure (SMILES) is BC(=C)C#N.


[10]
The following is a quantum chemistry calculation of a 2-piece molecular cluster, C3H4BN overall, from the OMol25 dataset.

```
9
C3H4BN the ωB97M-V functional and the def2-TZVPD basis
C 0.2459 1.4176 -0.3730
C 1.3996 1.0829 0.0043
C 2.3454 0.0833 0.0440
N 2.6825 -1.0123 0.2033
H -0.6842 2.0005 -0.2306
B -1.4619 -0.8671 0.0014
H -0.8897 -0.9529 1.1155
H -2.4998 -0.6512 0.1135
H -1.1378 -1.1009 -0.8784
```

For the largest force on an atom, the calculation gives 9.82 eV/Å. For the energy above the lowest of the compared OMol25 structures with the same formula, charge and spin, the calculation gives 442.7 kJ/mol. As for the total charge: 0. Its HOMO-LUMO gap is 0.3784 Eh. The structure (SMILES) is C#CC#N.B.


Number 1: total energy -37463.98481 eV. Number 2: total energy -39536.04352 eV. Number 3: total energy -13302.90601 eV. Number 4: total energy -16095.84499 eV. Number 5: total energy -18129.24831 eV. Number 6: total energy -15714.09914 eV. Number 7: total energy -139042.93810 eV. Number 8: total energy -5335.08484 eV. Number 9: total energy -5339.09266 eV. Number 10: total energy -5335.92173 eV.